Entry 1:
ORCA calculation (ωB97M-V/def2-TZVPD) on a structure of composition C23H14Cl2N3O2Ru.

```
45
Properties=species:S:1:pos:R:3:forces:R:3:nbo_charge:R:1
Ru 0.277 -1.069 -1.099 0.0 -0.5 0.6 0.93
C -3.990 2.386 -1.364 0.0 0.0 0.0 -0.17
C -3.731 1.104 -0.906 0.0 0.0 0.0 -0.19
C -2.450 0.581 -0.995 0.0 0.0 0.0 -0.23
C -1.438 1.356 -1.549 0.0 0.0 0.0 0.14
C -1.688 2.645 -2.016 0.0 0.0 0.0 -0.21
C -2.969 3.152 -1.917 0.0 0.0 0.0 -0.19
N -0.123 0.798 -1.642 -0.1 0.1 -0.1 -0.08
N 0.782 1.499 -2.129 0.0 0.0 0.0 -0.09
C 2.011 0.838 -2.167 0.0 0.0 0.0 0.11
C 3.132 1.456 -2.695 0.0 0.0 0.0 -0.17
C 4.322 0.739 -2.719 0.0 0.0 0.0 -0.18
C 4.379 -0.558 -2.220 0.0 0.0 0.0 -0.16
C 3.250 -1.168 -1.679 0.0 0.0 0.0 -0.21
C 2.060 -0.462 -1.640 0.1 0.0 -0.2 -0.11
H -4.991 2.792 -1.294 0.0 0.0 0.0 0.23
H -4.523 0.505 -0.481 0.0 0.0 0.0 0.23
H -2.261 -0.424 -0.644 0.0 0.0 0.0 0.23
H -0.890 3.228 -2.448 0.0 0.0 0.0 0.25
H -3.175 4.151 -2.277 0.0 0.0 0.0 0.23
H 3.066 2.464 -3.081 0.0 0.0 0.0 0.24
H 5.212 1.192 -3.132 0.0 0.0 0.0 0.24
H 5.315 -1.099 -2.249 0.0 0.0 0.0 0.24
H 3.310 -2.179 -1.292 0.0 0.0 0.0 0.23
N 0.306 0.402 8.649 0.0 0.0 0.0 -0.21
C 0.313 0.248 7.511 0.0 0.0 0.0 0.23
C 0.322 0.055 6.088 0.0 0.0 0.0 -0.07
C 0.243 1.168 5.246 0.0 0.0 0.0 -0.17
C 0.245 0.985 3.883 0.0 0.0 0.0 -0.14
C 0.341 -0.316 3.348 0.0 0.0 0.0 -0.12
C 0.425 -1.428 4.211 0.0 0.0 0.0 -0.12
C 0.409 -1.242 5.573 0.0 0.0 0.0 -0.18
C 0.349 -0.502 1.964 0.0 0.0 0.0 0.19
C 0.361 -0.689 0.737 -0.1 0.1 -0.1 -0.21
H 0.177 2.159 5.673 0.0 0.0 0.0 0.25
H 0.178 1.829 3.211 0.0 0.0 0.0 0.24
H 0.498 -2.421 3.788 0.0 0.0 0.0 0.24
H 0.468 -2.084 6.249 0.0 0.0 0.0 0.25
Cl -1.422 -5.174 -3.034 0.0 0.0 0.0 0.04
C -1.589 -3.533 -3.656 0.0 0.0 0.0 -0.32
Cl -3.276 -3.032 -3.811 0.0 0.0 0.0 0.04
C -0.895 -2.568 -2.723 -0.1 0.0 -0.1 0.76
O 0.017 -1.823 -3.142 0.1 0.1 -0.1 -0.63
O -1.229 -2.478 -1.495 0.2 0.2 0.0 -0.64
H -1.125 -3.483 -4.635 0.0 0.0 0.0 0.26
```
Forces are in eV/Å.

Total charge: +1
HOMO energy (alpha / beta): -11.991 / -12.081 eV
HOMO-LUMO gap (alpha / beta): 0.1944 / 0.2187 Ha
Electronic energy: -2214.501788 a.u.

Entry 2:
ORCA calculation (ωB97M-V/def2-TZVPD) on a cluster of 2 separate species, C23H14F3N2O4S2 in total in a non-equilibrium geometry.

```
48
Properties=species:S:1:pos:R:3:forces:R:3:nbo_charge:R:1
C 4.970 -0.127 -3.127 -0.3 0.0 -0.1 -0.21
C 4.467 0.059 -1.834 -0.2 0.1 -0.2 -0.22
C 3.164 0.533 -1.648 -0.1 -0.1 -0.3 -0.22
C 2.356 0.791 -2.764 0.2 -0.3 -0.2 -0.21
S 0.713 1.527 -2.620 0.1 -0.8 0.9 2.15
C -0.419 0.285 -2.222 0.4 -0.2 -0.8 -0.84
C -1.783 0.405 -2.614 0.3 0.0 -0.2 0.03
C -2.549 -0.782 -2.836 -0.4 0.2 0.1 -0.27
C -3.924 -0.730 -3.013 0.4 -0.3 0.2 -0.17
C -4.608 0.495 -2.985 -0.2 0.0 -0.2 -0.25
C -6.045 0.529 -3.020 -1.6 0.0 0.0 0.30
N -7.216 0.549 -3.018 2.1 0.0 0.0 -0.41
C -3.852 1.680 -2.953 0.4 0.1 0.0 -0.15
C -2.472 1.650 -2.812 -0.3 -0.2 0.0 -0.28
O 0.899 2.419 -1.486 -0.1 0.5 0.0 -1.00
O 0.448 2.109 -3.916 -0.2 0.4 -0.2 -0.97
C 2.857 0.605 -4.052 0.1 -0.2 0.2 -0.22
C 4.158 0.137 -4.234 -0.1 0.1 0.2 -0.22
H 5.986 -0.486 -3.277 -0.2 0.1 0.1 0.21
H 5.088 -0.155 -0.964 -0.1 0.1 -0.2 0.21
H 2.787 0.703 -0.641 0.0 0.0 -0.3 0.23
H 0.034 -0.707 -2.084 -0.2 0.5 -0.2 0.23
H -1.998 -1.727 -2.878 -0.4 0.2 0.1 0.20
H -4.491 -1.647 -3.177 0.1 0.2 0.1 0.21
H -4.375 2.630 -3.063 0.2 -0.2 0.1 0.21
H -1.906 2.584 -2.846 -0.2 -0.3 0.2 0.23
H 2.226 0.846 -4.904 0.1 -0.1 0.2 0.25
H 4.520 -0.013 -5.250 0.1 0.0 0.3 0.21
F 1.489 -2.776 8.536 -0.3 0.4 -1.3 -0.32
C 1.215 -2.454 7.230 0.4 -0.9 -0.2 0.81
F 2.381 -2.514 6.524 -1.1 -0.2 0.6 -0.32
F 0.370 -3.398 6.727 1.0 0.7 0.4 -0.32
S 0.490 -0.813 7.193 -0.4 0.4 -0.8 0.45
N 0.207 -0.669 5.498 0.4 -0.2 2.1 -0.64
C -1.034 -0.988 4.891 -1.0 -0.4 0.0 0.69
O -2.001 -1.459 5.455 1.3 0.5 -0.6 -0.53
C -0.841 -0.581 3.469 -0.5 0.0 -0.1 -0.17
C 0.389 0.043 3.339 0.3 0.4 -0.3 -0.08
C 0.803 0.601 2.140 -0.3 -0.2 0.0 -0.18
C -0.062 0.481 1.044 0.2 0.0 0.2 -0.18
C -1.290 -0.188 1.156 0.0 0.0 0.5 -0.18
C -1.717 -0.692 2.397 0.3 0.0 -0.2 -0.15
C 1.072 0.074 4.658 1.1 0.5 0.0 0.67
O 2.110 0.610 5.002 -1.4 -0.8 -0.4 -0.53
H 1.764 1.107 2.077 -0.2 0.0 -0.1 0.23
H 0.223 0.922 0.092 -0.2 -0.1 0.1 0.28
H -1.913 -0.308 0.269 0.2 0.2 0.2 0.25
H -2.691 -1.158 2.539 0.2 0.1 -0.1 0.23
```
Forces are in eV/Å.

Total charge: -1
HOMO energy: -3.954 eV
HOMO-LUMO gap: 0.1958 Ha
Relative energy (zero: lowest compared OMol25 entry of this formula, charge and spin): 0.000 eV
Electronic energy: -2391.376921 a.u.

Entry 3:
ORCA calculation (ωB97M-V/def2-TZVPD) on a structure of composition C23H14N4O4ReS6.

```
52
Properties=species:S:1:pos:R:3:forces:R:3:nbo_charge:R:1
Re -0.212 0.262 0.076 -0.2 0.2 0.0 0.62
O -2.884 -5.339 -3.189 0.1 0.2 -0.1 -0.72
C -2.623 -4.277 -3.778 -0.1 0.0 0.0 0.74
O -2.779 -3.889 -4.947 0.1 -0.1 0.2 -0.72
C -1.984 -3.190 -2.846 0.0 -0.2 -0.1 -0.01
C -1.545 -1.985 -3.376 0.0 0.0 0.1 -0.18
C -0.987 -1.044 -2.531 -0.1 -0.1 -0.1 0.15
N -0.864 -1.280 -1.218 -0.1 0.0 0.0 -0.48
C -1.295 -2.432 -0.686 -0.1 -0.1 -0.1 0.23
C -1.856 -3.414 -1.481 0.0 0.0 -0.1 -0.20
C -1.116 -2.505 0.769 0.0 0.0 0.1 0.18
C -1.380 -3.637 1.518 0.0 0.0 0.0 -0.21
C -1.151 -3.613 2.884 0.0 0.0 0.0 -0.11
C -0.657 -2.460 3.468 0.0 0.0 0.0 -0.21
C -0.418 -1.359 2.672 0.0 0.0 0.0 0.11
N -0.647 -1.377 1.350 0.1 0.0 -0.1 -0.45
C -0.492 0.278 -2.931 0.0 0.0 -0.1 0.20
C -0.461 0.719 -4.246 0.0 0.0 0.0 -0.20
C 0.039 1.976 -4.525 0.0 0.0 0.0 -0.13
C 0.505 2.765 -3.482 0.0 0.0 0.0 -0.24
C 0.449 2.271 -2.197 0.1 0.0 0.0 0.08
N -0.042 1.053 -1.922 0.0 0.0 0.2 -0.44
H -1.682 -1.841 -4.440 0.0 0.0 0.0 0.27
H -2.213 -4.367 -1.109 0.0 0.0 0.0 0.27
H -1.759 -4.525 1.032 0.0 0.0 0.0 0.25
H -1.362 -4.486 3.486 0.0 0.0 0.0 0.24
H -0.482 -2.392 4.531 0.0 0.0 0.0 0.24
H -0.067 -0.426 3.082 0.0 0.0 0.0 0.24
H -0.822 0.075 -5.034 0.0 0.0 0.0 0.25
H 0.072 2.337 -5.544 0.0 0.0 0.0 0.24
H 0.912 3.751 -3.654 0.0 0.0 0.0 0.24
H 0.808 2.840 -1.353 0.0 0.0 0.0 0.23
S 0.153 1.991 1.377 -0.1 -0.1 0.0 0.18
S 2.112 2.157 1.968 0.2 0.1 0.0 0.01
S 2.867 0.284 1.714 -0.2 -0.1 -0.1 -0.02
S 1.991 -0.358 -0.082 0.4 0.0 0.1 -0.14
O -3.457 1.306 4.806 0.0 0.1 0.0 -0.91
S -3.633 0.298 3.808 0.0 -0.1 0.0 2.29
O -3.518 -1.083 4.191 0.0 0.1 0.0 -0.93
N -2.593 0.574 2.534 -0.1 0.0 0.0 -0.76
C -3.247 0.805 1.446 0.0 0.1 0.0 0.16
S -2.529 1.068 -0.099 -0.2 -0.2 0.0 -0.11
C -4.733 0.826 1.565 -0.1 0.0 0.1 -0.14
C -5.691 1.065 0.595 0.0 0.0 0.0 -0.16
C -7.026 1.036 0.978 0.0 0.0 0.0 -0.19
C -7.393 0.773 2.294 0.0 0.0 0.0 -0.18
C -6.431 0.528 3.269 0.0 0.0 0.0 -0.20
C -5.113 0.561 2.870 0.1 0.0 0.0 -0.23
H -5.405 1.263 -0.430 0.0 0.0 0.0 0.24
H -7.797 1.218 0.240 0.0 0.0 0.0 0.22
H -8.441 0.756 2.562 0.0 0.0 0.0 0.22
H -6.706 0.321 4.295 0.0 0.0 0.0 0.24
```
Forces are in eV/Å.

HOMO energy (alpha / beta): -8.285 / -8.285 eV
Multiplicity: 2
HOMO-LUMO gap (alpha / beta): 0.2138 / 0.2208 Ha
Expectation value of S²: 0.826
Electronic energy: -3872.378920 a.u.

Entry 4:
ORCA calculation (ωB97M-V/def2-TZVPD) on a structure of composition C23H15BF4FeN4O6S2.

```
56
Properties=species:S:1:pos:R:3:forces:R:3:nbo_charge:R:1
Fe -0.515 -0.130 1.807 -0.4 0.1 -0.2 1.36
O 3.326 -0.949 2.712 0.0 0.0 0.0 -0.94
S 2.095 -1.339 2.083 0.1 0.0 -0.1 2.32
O 1.080 -1.997 2.859 0.0 -0.1 0.0 -0.92
N 1.321 -0.087 1.395 -0.2 0.0 0.5 -0.88
C 1.816 1.202 1.256 0.0 0.1 -0.2 0.26
C 3.124 1.621 1.217 0.0 0.0 0.0 -0.26
C 3.415 2.985 1.005 0.0 0.0 0.0 -0.17
C 2.435 3.919 0.822 0.0 0.0 0.0 -0.25
C 1.078 3.520 0.853 0.0 0.0 0.0 -0.01
C -0.020 4.393 0.689 0.0 0.0 0.0 -0.11
C -1.294 3.906 0.748 0.0 0.0 0.0 -0.26
C -1.508 2.535 0.990 0.0 0.0 0.0 0.10
N -0.499 1.708 1.143 0.1 -0.2 0.1 -0.40
C 0.786 2.169 1.078 0.1 -0.1 0.0 0.09
C 2.519 -2.386 0.718 0.0 0.0 0.0 -0.25
C 3.428 -3.407 0.967 0.0 0.0 0.0 -0.21
C 3.758 -4.282 -0.054 0.0 0.0 0.0 -0.21
C 3.182 -4.135 -1.309 0.0 0.0 0.0 -0.20
C 2.278 -3.112 -1.547 0.0 0.0 0.0 -0.20
C 1.940 -2.229 -0.530 0.0 0.0 0.0 -0.20
H 3.925 0.913 1.368 0.0 0.0 0.0 0.25
H 4.454 3.289 0.990 0.0 0.0 0.0 0.21
H 2.676 4.962 0.660 0.0 0.0 0.0 0.21
H 0.164 5.448 0.522 0.0 0.0 0.0 0.22
H -2.154 4.548 0.631 0.0 0.0 0.0 0.23
H -2.506 2.119 1.063 0.0 0.0 0.0 0.27
H 3.871 -3.505 1.949 0.0 0.0 0.0 0.23
H 4.463 -5.082 0.131 0.0 0.0 0.0 0.21
H 3.436 -4.827 -2.103 0.0 0.0 0.0 0.21
H 1.820 -3.003 -2.520 0.0 0.0 0.0 0.22
H 1.224 -1.436 -0.697 0.1 0.0 0.0 0.24
S -0.173 1.986 5.936 0.0 0.0 -0.1 -0.22
C -0.272 1.185 4.541 0.0 0.1 0.0 0.23
N -0.340 0.609 3.523 0.0 -0.1 0.0 -0.65
F -4.611 -0.490 2.753 0.0 0.0 0.0 -0.54
B -3.942 -0.233 1.590 0.0 0.2 -0.2 1.37
F -2.497 0.010 1.954 0.1 0.1 0.3 -0.57
F -3.955 -1.270 0.690 0.0 -0.1 -0.1 -0.55
F -4.347 0.970 0.997 0.1 0.0 0.0 -0.57
O -1.574 -3.340 -0.383 0.0 0.0 0.0 -0.61
C -1.414 -2.138 -0.340 -0.1 -0.2 -0.1 0.80
O -0.848 -1.536 0.660 0.2 0.3 -0.1 -0.76
C -1.814 -1.310 -1.546 0.0 0.0 0.0 -0.10
C -2.461 -1.968 -2.589 0.0 0.0 0.0 -0.16
C -2.847 -1.280 -3.724 0.0 0.0 0.0 -0.20
C -2.570 0.076 -3.800 0.0 0.0 0.0 -0.01
C -1.927 0.755 -2.783 0.0 0.0 0.0 -0.14
C -1.550 0.046 -1.655 0.1 0.0 0.0 -0.21
N -2.969 0.818 -5.007 0.1 0.0 0.0 0.53
O -3.489 0.195 -5.913 -0.1 0.0 0.0 -0.39
O -2.737 2.012 -5.044 0.0 0.0 0.0 -0.39
H -2.661 -3.024 -2.477 0.0 0.0 0.0 0.25
H -3.355 -1.769 -4.542 0.0 0.0 0.0 0.24
H -1.731 1.813 -2.881 0.0 0.0 0.0 0.23
H -1.038 0.555 -0.856 0.0 0.0 0.1 0.22
```
Forces are in eV/Å.

Total charge: -1
HOMO energy (alpha / beta): -6.004 / -5.976 eV
Multiplicity: 2
HOMO-LUMO gap (alpha / beta): 0.2670 / 0.2521 Ha
Expectation value of S²: 0.790
Relative energy (zero: lowest compared OMol25 entry of this formula, charge and spin): 0.057 eV
Electronic energy: -4040.642004 a.u.